{
  "formula": "C24H38N2O3PtSSi",
  "method": "ωB97M-V/def2-TZVPD",
  "species": ["Pt", "C", "N", "C", "C", "C", "C", "C", "N", "C", "C", "C", "C", "C", "C", "H", "H", "H", "H", "H", "H", "H", "H", "H", "H", "H", "C", "C", "C", "C", "O", "Si", "S", "O", "C", "C", "C", "C", "O", "C", "C", "C", "C", "H", "H", "H", "H", "H", "H", "H", "H", "H", "H", "H", "H", "H", "H", "H", "H", "H", "H", "H", "H", "H", "H", "H", "H", "H", "H", "H"],
  "xyz": [[-0.341, -0.650, -1.815], [2.407, -1.916, -2.365], [0.963, -2.119, -2.388], [0.464, -3.289, -2.622], [-0.941, -3.388, -2.523], [-1.939, -4.359, -2.609], [-3.133, -3.719, -2.274], [-2.829, -2.383, -1.994], [-1.514, -2.195, -2.151], [2.932, -1.135, -3.549], [3.926, -1.692, -4.346], [4.443, -0.996, -5.429], [3.966, 0.271, -5.728], [2.973, 0.834, -4.938], [2.463, 0.140, -3.852], [2.898, -2.893, -2.339], [2.656, -1.409, -1.429], [1.110, -4.126, -2.870], [-1.805, -5.394, -2.879], [-4.118, -4.155, -2.246], [-3.477, -1.573, -1.702], [4.298, -2.685, -4.120], [5.218, -1.444, -6.037], [4.362, 0.816, -6.575], [2.595, 1.823, -5.163], [1.692, 0.596, -3.243], [-2.699, -1.769, 2.010], [-1.206, -1.541, 2.207], [-0.911, -0.973, 3.588], [-0.434, -2.834, 1.974], [-0.747, -0.640, 1.187], [-0.842, 0.969, 1.002], [-0.813, 1.395, -1.098], [0.357, 1.781, 1.761], [1.778, 1.854, 1.568], [2.363, 2.148, 2.942], [2.321, 0.536, 1.029], [2.080, 2.992, 0.602], [-2.236, 1.469, 1.680], [-2.676, 2.767, 2.115], [-2.140, 3.008, 3.522], [-2.195, 3.851, 1.160], [-4.197, 2.702, 2.124], [-3.068, -2.512, 2.720], [-2.885, -2.133, 0.998], [-3.248, -0.838, 2.156], [-1.240, -1.672, 4.360], [-1.435, -0.028, 3.736], [0.160, -0.802, 3.714], [-0.723, -3.596, 2.700], [0.638, -2.651, 2.068], [-0.636, -3.210, 0.970], [2.125, 1.339, 3.635], [1.942, 3.074, 3.336], [3.448, 2.254, 2.886], [2.078, -0.287, 1.703], [3.406, 0.597, 0.924], [1.888, 0.316, 0.051], [1.668, 3.927, 0.986], [1.641, 2.794, -0.376], [3.158, 3.113, 0.481], [-1.051, 2.997, 3.517], [-2.497, 2.229, 4.198], [-2.482, 3.974, 3.900], [-1.105, 3.901, 1.142], [-2.575, 4.822, 1.483], [-2.554, 3.661, 0.148], [-4.534, 1.897, 2.778], [-4.571, 2.512, 1.117], [-4.619, 3.642, 2.482]],
  "forces_ev_per_angstrom": [[-0.01, -0.27, -0.16], [0.03, -0.04, -0.08], [0.11, 0.02, 0.18], [-0.10, 0.02, -0.11], [0.04, 0.08, 0.06], [0.08, -0.03, -0.01], [-0.08, 0.01, -0.01], [0.02, -0.01, -0.01], [-0.09, 0.12, 0.02], [0.02, -0.05, 0.01], [-0.04, -0.02, -0.01], [0.01, 0.02, -0.01], [0.01, -0.03, -0.01], [-0.03, 0.03, 0.03], [0.06, 0.02, -0.02], [0.00, 0.01, 0.01], [-0.04, 0.06, -0.01], [0.01, -0.02, 0.02], [0.00, 0.00, 0.00], [0.01, -0.01, 0.00], [0.00, 0.00, -0.01], [0.00, 0.00, 0.01], [-0.01, 0.00, 0.00], [0.01, 0.00, 0.01], [0.01, 0.00, -0.01], [-0.02, 0.00, 0.03], [-0.01, -0.02, 0.03], [-0.01, -0.04, -0.02], [-0.01, 0.02, 0.03], [0.00, 0.03, -0.01], [0.05, -0.05, 0.05], [0.04, 0.10, 0.05], [-0.06, 0.05, -0.03], [0.00, -0.02, -0.01], [0.01, -0.01, 0.03], [0.00, 0.00, -0.01], [0.03, -0.02, -0.01], [-0.01, 0.02, 0.00], [-0.03, 0.00, 0.00], [-0.01, 0.01, 0.02], [0.00, -0.01, 0.00], [0.01, 0.04, 0.00], [0.00, 0.01, 0.00], [0.01, 0.01, 0.00], [0.00, 0.00, 0.00], [0.01, 0.01, -0.01], [0.01, -0.01, 0.00], [0.01, -0.01, -0.01], [0.01, 0.01, -0.02], [-0.01, 0.01, 0.00], [0.00, -0.01, 0.00], [0.00, 0.01, 0.00], [0.00, 0.00, 0.00], [0.00, 0.00, 0.00], [0.00, 0.00, 0.00], [-0.01, -0.02, 0.03], [-0.01, 0.00, 0.00], [0.02, 0.00, 0.01], [0.00, 0.00, 0.00], [-0.01, -0.01, 0.00], [-0.01, 0.00, 0.01], [0.00, 0.00, 0.00], [0.00, 0.00, 0.00], [0.00, 0.00, -0.01], [-0.02, -0.01, 0.00], [0.00, 0.00, 0.00], [0.00, -0.01, 0.00], [0.00, 0.00, 0.00], [0.00, -0.01, 0.00], [0.00, 0.00, 0.00]],
  "total_charge": 0,
  "orbital_gap_ev": 7.71,
  "e_tot_ha": -2079.742809
}

=====

{
  "formula": "C6H5FO",
  "method": "ωB97M-V/def2-TZVPD",
  "species": ["C", "C", "C", "C", "F", "C", "C", "O", "H", "H", "H", "H", "H"],
  "xyz": [[-2.014, 1.408, 0.007], [-0.874, 0.731, 0.001], [0.527, 1.191, -0.001], [1.332, 0.125, -0.004], [2.670, 0.164, 0.000], [0.644, -1.206, 0.001], [-0.833, -0.789, -0.006], [-1.789, -1.519, 0.002], [-2.971, 0.875, -0.022], [-2.023, 2.496, -0.002], [0.865, 2.186, 0.008], [0.873, -1.825, 0.904], [0.846, -1.823, -0.885]],
  "forces_ev_per_angstrom": [[-0.31, 0.16, -0.16], [0.21, -0.33, -0.03], [-0.22, -1.51, 0.03], [-0.22, -0.01, 0.01], [-0.25, 0.03, -0.01], [-0.04, -0.51, 0.38], [-0.10, 0.33, 0.19], [0.36, 0.10, -0.05], [0.44, 0.20, 0.08], [-0.07, -0.21, 0.04], [0.24, 1.10, -0.01], [-0.14, 0.49, -0.65], [0.11, 0.16, 0.17]],
  "total_charge": 0,
  "smiles": "C=C1C=C(F)CC1=O",
  "orbital_gap_ev": 9.33,
  "e_tot_ha": -406.699719,
  "e_above_lowest_kj_mol": 0.0
}

=====

{
  "formula": "C2H3N",
  "method": "ωB97M-V/def2-TZVPD",
  "species": ["C", "C", "N", "H", "H", "H"],
  "xyz": [[-0.283, 0.045, 0.429], [0.572, -0.071, -0.742], [1.216, -0.187, -1.653], [-0.395, 1.109, 0.634], [0.214, -0.671, 1.084], [-1.324, -0.225, 0.248]],
  "forces_ev_per_angstrom": [[-0.06, 0.01, -0.81], [-2.53, 0.38, 1.91], [2.18, -0.33, -2.79], [0.71, -0.14, 0.97], [-0.51, 0.72, 1.05], [0.22, -0.63, -0.33]],
  "total_charge": 0,
  "smiles": "CC#N",
  "orbital_gap_ev": 12.65,
  "e_tot_ha": -132.740199,
  "e_above_lowest_kj_mol": 30.2
}

=====

{
  "formula": "CH7N2O",
  "method": "ωB97M-V/def2-TZVPD",
  "species": ["N", "H", "H", "H", "N", "C", "O", "H", "H", "H", "H"],
  "xyz": [[1.449, -1.008, 1.421], [0.588, -0.853, 0.860], [1.393, -1.931, 1.720], [2.110, -1.047, 0.736], [-0.435, 1.652, -0.407], [-1.234, 0.213, -0.841], [-0.416, -0.755, -1.077], [0.356, 1.649, -1.050], [-0.042, 1.372, 0.459], [-1.791, 0.585, -1.735], [-1.978, 0.124, -0.085]],
  "forces_ev_per_angstrom": [[-2.48, 1.91, 1.17], [0.35, -0.10, 0.11], [-0.32, -2.06, 0.93], [2.44, 0.19, -2.39], [-1.64, -1.06, -1.17], [1.42, 2.58, -1.61], [0.51, -1.01, 0.45], [-0.10, -0.15, 0.01], [0.66, -0.20, 1.11], [-0.04, 0.11, -0.13], [-0.79, -0.20, 1.52]],
  "total_charge": -1,
  "orbital_gap_ev": 7.57,
  "e_tot_ha": -227.028288,
  "e_above_lowest_kj_mol": 56.3
}